Density functional theory data (ωB97M-V with the def2-TZVPD basis set) for C8H15CuF5N5O4Te as an isolated structure.

## Properties
Kohn-Sham gap (spin up / spin down): 8.1 / 7.6 eV
molecular weight: 531.37 g mol⁻¹
HOMO level (spin up / spin down): -12.45 / -12.45 eV
electronic energy: -89693.0052 eV
multiplicity: 2
total charge: +1
<S²>: 0.75

XYZ file:
```
39
Properties=species:S:1:pos:R:3:nbo_charge:R:1
Cu 0.776 -1.024 0.414 1.394
N 1.719 -1.636 2.106 -0.869
C 1.982 -3.091 2.251 -0.230
C 0.769 -3.940 1.905 -0.434
C 0.383 -3.917 0.435 -0.228
N -0.275 -2.635 0.063 -0.890
H 2.600 -1.131 2.038 0.427
H 1.247 -1.274 2.930 0.403
H 2.301 -3.300 3.273 0.218
H 2.814 -3.332 1.589 0.220
H -0.085 -3.649 2.525 0.211
H 0.995 -4.973 2.172 0.252
H -0.287 -4.745 0.205 0.219
H 1.268 -4.022 -0.193 0.217
H -1.184 -2.553 0.511 0.415
H -0.465 -2.613 -0.938 0.417
F 1.703 -0.772 -1.562 -0.660
Te 2.919 0.565 -0.839 3.434
F 4.427 1.280 -0.060 -0.593
F 2.570 2.297 -1.373 -0.584
F 3.751 0.337 -2.451 -0.565
F 3.678 -1.042 -0.192 -0.644
O 1.696 0.640 0.528 -1.187
C -3.910 4.120 -0.197 -0.407
N -2.804 3.352 -0.784 -0.415
C -1.958 3.942 -1.688 0.115
C -0.866 3.356 -2.202 -0.387
C -0.540 2.001 -1.837 0.666
O 0.361 1.318 -2.253 -0.569
N -1.482 1.425 -0.900 -0.368
C -2.579 2.096 -0.270 0.784
O -3.201 1.623 0.638 -0.543
H -4.278 4.813 -0.948 0.220
H -3.573 4.664 0.684 0.220
H -4.700 3.434 0.088 0.247
H -2.238 4.948 -1.968 0.236
H -0.230 3.858 -2.912 0.266
O -2.120 -0.543 -0.247 -0.252
N -1.179 0.124 -0.542 0.245
```

Density functional theory data (ωB97M-V with the def2-TZVPD basis set) for C8H15F6N3O2S4Sb2Ti as an isolated structure at a distorted geometry.

## Properties
Kohn-Sham gap (spin up / spin down): 6.7 / 6.7 eV
molecular weight: 718.87 g mol⁻¹
HOMO level (spin up / spin down): -7.22 / -7.22 eV
electronic energy: -112949.4962 eV
total charge: 0

XYZ file:
```
41
Properties=species:S:1:pos:R:3:nbo_charge:R:1
Ti 0.544 -0.158 0.159 1.039
S 1.895 3.472 2.859 -0.873
Sb 2.113 1.235 2.642 1.022
S -0.236 0.271 2.263 -0.512
S 2.610 0.893 0.178 -0.536
F -0.392 -2.210 0.494 -0.639
Sb 1.040 -3.444 0.960 3.187
F 1.871 -1.690 1.105 -0.632
F 0.506 -3.422 2.744 -0.649
F 2.655 -4.295 1.350 -0.657
F 0.010 -4.958 0.586 -0.660
F 1.516 -3.375 -0.883 -0.692
C 1.329 -2.239 -5.112 -0.406
N 0.844 -1.763 -3.836 -0.375
C -0.572 -1.601 -3.522 -0.310
C -0.480 -0.965 -2.149 0.681
O -1.346 -0.649 -1.347 -0.563
N 0.824 -0.798 -1.831 -0.667
C 1.577 -1.268 -2.831 0.704
N 2.894 -1.193 -2.773 -0.746
H 0.721 -3.083 -5.433 0.226
H 2.352 -2.596 -5.016 0.212
H 1.292 -1.458 -5.873 0.210
H -1.083 -2.564 -3.465 0.250
H -1.084 -0.956 -4.238 0.235
H 3.285 -0.853 -1.902 0.455
H 3.492 -1.657 -3.431 0.413
O -0.146 1.574 -0.448 -0.909
S -1.516 2.114 0.074 1.256
C -2.000 3.185 -1.303 -0.579
C -1.449 4.573 -0.992 -0.414
C -1.656 4.748 0.507 -0.412
C -1.077 3.494 1.146 -0.617
H -3.092 3.171 -1.334 0.232
H -1.612 2.715 -2.204 0.251
H -1.954 5.339 -1.580 0.226
H -0.384 4.607 -1.229 0.224
H -2.724 4.841 0.726 0.204
H -1.160 5.630 0.910 0.244
H -1.410 3.269 2.156 0.268
H 0.018 3.499 1.166 0.307
```

Density functional theory data (ωB97M-V with the def2-TZVPD basis set) for a 2-piece molecular cluster, C8H15FN3O4 overall at a distorted geometry.

## Properties
Kohn-Sham gap: 6.5 eV
molecular weight: 236.22 g mol⁻¹
HOMO level: -3.56 eV
electronic energy: -23918.9229 eV
total charge: -1

XYZ file:
```
31
Properties=species:S:1:pos:R:3:nbo_charge:R:1
C -0.809 -3.566 -0.566 -0.640
C -2.159 -3.365 -1.247 0.086
O -1.922 -3.279 -2.669 -0.750
C -2.904 -2.119 -0.756 -0.220
N -2.108 -0.944 -0.754 -0.759
C -2.156 -0.154 -1.792 0.780
O -3.018 0.572 -2.258 -0.670
N -0.839 -0.112 -2.579 -0.710
C 0.169 0.634 -2.124 0.966
O 0.193 1.525 -1.327 -0.650
F 1.346 0.290 -2.773 -0.388
H -0.648 -2.806 0.197 0.240
H -0.742 -4.557 -0.110 0.187
H -0.012 -3.503 -1.306 0.217
H -2.805 -4.238 -1.063 0.131
H -2.754 -3.008 -3.070 0.462
H -3.804 -2.017 -1.400 0.144
H -3.284 -2.350 0.254 0.166
H -0.554 -1.048 -2.848 0.409
C 3.333 2.391 3.464 -0.720
C 2.399 1.731 2.463 0.670
O 2.270 0.520 2.437 -0.621
N 1.732 2.552 1.614 -0.618
C 1.806 3.993 1.545 -0.406
H 3.785 1.606 4.062 0.236
H 4.120 2.954 2.959 0.216
H 2.789 3.072 4.121 0.216
H 1.110 2.097 0.957 0.437
H 0.825 4.440 1.721 0.195
H 2.147 4.313 0.558 0.199
H 2.495 4.378 2.289 0.195
```

Density functional theory data (ωB97M-V with the def2-TZVPD basis set) for a 2-piece molecular cluster, C8H15FO overall at a distorted geometry.

## Properties
Kohn-Sham gap (spin up / spin down): 8.0 / 7.7 eV
molecular weight: 146.21 g mol⁻¹
HOMO level (spin up / spin down): -7.03 / -6.74 eV
electronic energy: -13298.6193 eV
total charge: 0

XYZ file:
```
25
Properties=species:S:1:pos:R:3:nbo_charge:R:1
C -2.944 -1.317 -0.526 -0.511
C -3.427 -0.487 0.358 0.229
C 0.860 -1.091 0.930 -0.614
C 1.700 1.253 0.424 -0.599
C 0.655 -0.293 -1.998 -0.669
C -1.877 2.016 -0.667 -0.238
C 0.468 0.396 0.425 -0.275
C -0.195 0.395 -0.937 0.319
O -1.070 1.258 -1.324 -0.367
F -3.370 -0.743 1.691 -0.349
H -2.344 -2.266 -0.171 0.213
H -2.949 -1.202 -1.559 0.219
H 0.915 -1.047 1.994 0.213
H 1.867 -1.419 0.560 0.205
H -0.026 -1.789 0.779 0.222
H 2.402 0.586 -0.012 0.196
H 1.979 1.507 1.345 0.209
H 1.564 2.097 -0.183 0.210
H 1.582 -0.649 -1.463 0.215
H 0.964 0.340 -2.749 0.214
H -0.004 -1.061 -2.455 0.223
H -1.741 2.409 0.372 0.169
H -4.030 0.476 0.155 0.188
H -2.672 2.517 -1.325 0.168
H -0.350 0.797 1.125 0.211
```

Density functional theory data (ωB97M-V with the def2-TZVPD basis set) for a 2-piece molecular cluster, C8H15N2 overall at a distorted geometry.

## Properties
Kohn-Sham gap: 8.6 eV
molecular weight: 139.22 g mol⁻¹
HOMO level: -12.43 eV
electronic energy: -11508.2670 eV
total charge: +1

XYZ file:
```
25
Properties=species:S:1:pos:R:3:nbo_charge:R:1
C 0.267 -2.412 -0.559 0.323
C -0.170 1.326 -0.264 -0.008
C -1.402 1.815 0.891 -0.017
C -1.558 1.812 -0.601 -0.242
C -0.018 1.979 0.998 0.138
C -2.519 0.943 -1.400 -0.628
C 0.890 2.400 1.994 -0.696
C 2.364 -1.556 -0.184 -0.459
N 0.977 -1.415 -0.424 -0.553
N 0.518 -3.713 -0.839 -0.800
H -0.798 -2.086 -0.625 0.145
H 0.137 0.360 -0.811 0.329
H -2.148 1.297 1.657 0.275
H -1.694 2.969 -0.938 0.258
H -1.878 0.160 -1.658 0.223
H -3.085 1.555 -2.101 0.258
H -3.270 0.477 -0.685 0.229
H 0.330 2.738 2.839 0.268
H 1.682 2.915 1.460 0.287
H 1.420 1.564 2.373 0.279
H 2.837 -2.544 -0.049 0.186
H 2.971 -1.276 -1.049 0.208
H 2.628 -0.961 0.617 0.200
H -0.276 -4.111 -1.333 0.407
H 1.404 -3.940 -1.093 0.391
```

Density functional theory data (ωB97M-V with the def2-TZVPD basis set) for a 2-piece molecular cluster, C8H15N2O3S overall.

## Properties
Kohn-Sham gap: 8.3 eV
molecular weight: 219.29 g mol⁻¹
HOMO level: -13.65 eV
electronic energy: -28488.4674 eV
total charge: +1

XYZ file:
```
29
Properties=species:S:1:pos:R:3:nbo_charge:R:1
O 3.587 -3.211 2.176 -0.892
S 3.054 -1.952 1.763 2.039
O 3.866 -0.867 1.315 -0.893
C 1.805 -2.275 0.476 -0.709
C 0.438 -1.861 0.912 -0.021
C 0.092 -0.543 1.124 -0.093
C -1.219 -0.222 1.515 0.047
N -2.150 -1.130 1.706 -0.125
N -1.778 -2.373 1.501 -0.223
C -0.574 -2.792 1.130 0.093
H 2.253 -1.505 2.769 -0.033
H 1.852 -3.348 0.281 0.270
H 2.115 -1.723 -0.413 0.292
H 0.813 0.252 0.971 0.278
H -1.523 0.806 1.668 0.251
H -2.516 -3.054 1.652 0.445
H -0.437 -3.860 1.001 0.259
C -2.100 2.460 -1.549 -0.632
C -0.606 2.351 -1.302 0.097
C 0.202 3.129 -2.325 -0.634
O -0.198 0.969 -1.288 -0.760
H -2.353 2.054 -2.531 0.209
H -2.664 1.900 -0.801 0.204
H -2.427 3.499 -1.518 0.231
H -0.372 2.721 -0.301 0.167
H 0.013 2.741 -3.329 0.207
H 1.269 3.039 -2.124 0.224
H -0.066 4.185 -2.313 0.228
H -0.377 0.609 -2.164 0.473
```

Density functional theory data (ωB97M-V with the def2-TZVPD basis set) for a 2-piece molecular cluster, C8H15N2OS overall at a distorted geometry.

## Properties
Kohn-Sham gap: 7.2 eV
molecular weight: 187.29 g mol⁻¹
HOMO level: -12.56 eV
electronic energy: -24390.8611 eV
total charge: +1

XYZ file:
```
27
Properties=species:S:1:pos:R:3:nbo_charge:R:1
C -2.667 1.109 0.531 0.237
C -0.506 0.627 -0.291 0.334
C -0.437 -1.985 0.013 -0.030
C 0.399 -2.298 -1.175 -0.723
C 0.207 -2.109 1.346 -0.717
C 1.283 1.851 -1.369 -0.587
C 1.387 1.497 1.136 -0.638
C 0.947 0.902 -0.199 -0.330
N -3.686 0.998 -0.039 0.286
N -1.334 1.106 0.608 -0.507
O -4.809 0.973 -0.335 -0.249
S -2.068 -1.842 -0.123 0.069
H -0.919 0.331 -1.245 0.250
H 1.453 -2.079 -1.018 0.222
H 0.035 -1.812 -2.077 0.242
H 0.322 -3.374 -1.356 0.283
H 1.124 -1.525 1.422 0.223
H 0.501 -3.154 1.478 0.273
H -0.479 -1.853 2.151 0.244
H 0.767 2.802 -1.259 0.223
H 1.012 1.410 -2.326 0.228
H 2.355 2.038 -1.376 0.249
H 0.979 2.496 1.277 0.221
H 2.470 1.592 1.147 0.260
H 1.110 0.865 1.978 0.220
H 1.503 -0.022 -0.386 0.261
H -0.948 1.456 1.487 0.457
```

Density functional theory data (ωB97M-V with the def2-TZVPD basis set) for one molecule with the formula C8H15N3O5 at a distorted geometry.

## Properties
Kohn-Sham gap: 9.7 eV
molecular weight: 233.22 g mol⁻¹
HOMO level: -9.14 eV
electronic energy: -23247.6273 eV
total charge: 0

XYZ file:
```
31
Properties=species:S:1:pos:R:3:nbo_charge:R:1
C 3.019 0.518 1.915 -0.642
C 1.694 0.468 1.212 0.075
O 1.226 1.801 1.320 -0.743
C 1.707 0.087 -0.292 -0.185
N 0.375 0.031 -0.867 -0.616
C -0.649 -0.726 -0.427 0.700
O -0.638 -1.493 0.538 -0.647
C -1.974 -0.504 -1.132 -0.131
N -2.468 -1.763 -1.636 -0.818
C -2.925 0.222 -0.202 -0.518
C -2.424 1.553 0.242 0.721
N -3.321 2.358 0.984 -0.834
O -1.226 1.898 0.060 -0.699
C 2.268 -1.342 -0.601 0.786
O 1.577 -2.218 -1.104 -0.554
O 3.596 -1.400 -0.543 -0.664
H 3.417 -0.499 2.007 0.208
H 2.857 1.039 2.829 0.247
H 3.731 1.158 1.341 0.200
H 0.928 -0.234 1.676 0.207
H 0.294 1.757 1.055 0.499
H 2.310 0.807 -0.758 0.222
H 0.128 0.925 -1.337 0.427
H -1.748 0.106 -1.984 0.191
H -2.783 -2.399 -0.892 0.375
H -1.722 -2.185 -2.202 0.376
H -2.972 -0.373 0.747 0.263
H -3.952 0.471 -0.557 0.235
H -2.827 3.216 1.212 0.420
H -4.290 2.132 1.054 0.411
H 3.949 -0.670 -0.011 0.491
```

Density functional theory data (ωB97M-V with the def2-TZVPD basis set) for an isolated ion of composition C8H15N5S and charge +2 at a distorted geometry.

## Properties
Kohn-Sham gap (spin up / spin down): 4.2 / 4.2 eV
molecular weight: 213.31 g mol⁻¹
HOMO level (spin up / spin down): -15.99 / -15.99 eV
electronic energy: -26800.9202 eV
total charge: +2

XYZ file:
```
29
Properties=species:S:1:pos:R:3:nbo_charge:R:1
C -0.893 -2.369 2.602 0.014
C -1.810 0.319 1.072 0.246
C -0.949 2.368 -1.049 0.289
C -1.622 -1.020 3.134 0.223
C -0.620 3.135 -2.305 -0.697
C 2.408 -1.921 -1.598 -0.615
C -0.458 0.993 -0.847 -0.253
C 1.424 -1.131 -0.637 -0.171
N -1.894 -0.148 2.337 -0.142
N -1.673 2.849 -0.176 -0.619
N -0.733 0.519 0.482 -0.335
N 0.269 -2.173 2.343 -0.106
N 1.942 -1.195 0.737 -0.758
S 1.345 0.704 -1.056 0.263
H -1.560 -3.300 2.682 0.370
H -2.856 0.299 0.463 0.250
H -1.841 -1.053 4.197 0.322
H -0.409 4.218 -2.066 0.269
H 0.284 2.631 -2.781 0.239
H -1.540 3.291 -2.781 0.264
H 2.185 -1.953 -2.633 0.269
H 3.430 -1.470 -1.498 0.236
H 2.329 -2.891 -1.094 0.220
H -0.951 0.412 -1.658 0.259
H 0.269 -1.548 -0.743 0.240
H -2.149 3.754 -0.368 0.386
H 2.823 -1.655 0.874 0.448
H 1.093 -1.440 1.382 0.435
H 2.157 -0.223 0.988 0.452
```

Density functional theory data (ωB97M-V with the def2-TZVPD basis set) for a 2-piece molecular cluster, C8H15NO overall at a distorted geometry.

## Properties
Kohn-Sham gap: 9.7 eV
molecular weight: 141.21 g mol⁻¹
HOMO level: -8.81 eV
electronic energy: -12073.9471 eV
total charge: 0

XYZ file:
```
25
Properties=species:S:1:pos:R:3:nbo_charge:R:1
C -2.278 0.594 0.283 -0.394
C -1.151 0.959 -0.308 -0.005
C -1.044 1.058 -1.801 -0.646
C 0.092 1.332 0.490 0.227
O -0.145 1.394 1.863 -0.716
N 1.183 0.375 0.251 -0.655
C 2.098 0.695 -0.827 -0.412
H -3.145 0.315 -0.293 0.192
H -2.371 0.506 1.351 0.200
H -0.512 1.962 -2.093 0.212
H -0.503 0.201 -2.203 0.212
H -2.034 1.071 -2.251 0.221
H 0.398 2.354 0.193 0.147
H -0.365 0.490 2.149 0.484
H 1.707 0.319 1.124 0.375
H 2.958 0.030 -0.762 0.201
H 2.460 1.734 -0.791 0.167
H 1.615 0.535 -1.787 0.189
C -0.373 -1.740 2.295 -0.359
C 0.044 -2.024 1.200 0.094
C 0.457 -2.531 -0.089 -0.694
H -0.772 -1.660 3.267 0.242
H 1.523 -2.365 -0.232 0.239
H 0.241 -3.598 -0.151 0.236
H -0.083 -2.008 -0.878 0.243
```

Density functional theory data (ωB97M-V with the def2-TZVPD basis set) for one molecule with the formula C8H15NO2Si at a distorted geometry.

## Properties
Kohn-Sham gap: 10.7 eV
molecular weight: 185.30 g mol⁻¹
HOMO level: -9.97 eV
electronic energy: -22001.7043 eV
total charge: 0

XYZ file:
```
27
Properties=species:S:1:pos:R:3:nbo_charge:R:1
C -2.173 1.901 0.554 -1.113
Si -1.803 0.016 0.133 1.881
C -2.161 -1.193 1.564 -1.136
C -2.567 -0.418 -1.525 -1.142
O -0.226 -0.120 -0.203 -0.953
C 1.217 0.410 -0.109 0.485
C 1.129 1.873 -0.490 0.246
N 1.075 2.872 -1.050 -0.293
C 1.975 -0.464 -1.085 -0.435
C 3.288 -0.627 -0.323 -0.429
C 2.897 -0.796 1.060 -0.076
O 1.769 0.129 1.166 -0.506
H -3.303 1.981 0.328 0.225
H -1.993 2.100 1.583 0.234
H -1.722 2.610 -0.187 0.252
H -1.381 -0.982 2.324 0.241
H -3.150 -1.142 2.022 0.238
H -2.129 -2.274 1.273 0.243
H -3.317 -1.202 -1.678 0.241
H -3.029 0.527 -1.765 0.232
H -1.844 -0.631 -2.289 0.246
H 2.137 0.058 -2.032 0.236
H 1.371 -1.378 -1.263 0.249
H 4.051 -1.474 -0.769 0.232
H 3.776 0.369 -0.398 0.216
H 2.617 -1.793 1.393 0.184
H 3.498 -0.352 1.765 0.200
```

Density functional theory data (ωB97M-V with the def2-TZVPD basis set) for one molecule with the formula C8H15O4P at a distorted geometry.

## Properties
Kohn-Sham gap (spin up / spin down): 6.9 / 7.9 eV
molecular weight: 206.18 g mol⁻¹
HOMO level (spin up / spin down): -6.99 / -7.76 eV
electronic energy: -26015.1301 eV
total charge: 0

XYZ file:
```
28
Properties=species:S:1:pos:R:3:nbo_charge:R:1
C 0.090 0.412 1.903 -0.313
C 0.651 -0.899 1.936 0.332
C 0.665 1.520 2.511 -0.390
C -0.408 -1.275 -0.100 -0.110
C 1.711 -1.454 2.854 -0.665
C -0.733 -2.435 -0.911 -0.656
C 0.821 2.476 -1.192 -0.287
C -1.611 0.183 -3.307 -0.248
O -1.732 1.163 -0.575 -1.113
O 0.392 -1.663 0.909 -0.399
O 0.830 1.184 -0.682 -0.807
O -0.435 0.083 -2.462 -0.835
P -0.553 0.390 -0.885 2.326
H -0.848 0.461 1.364 0.231
H 1.730 1.420 2.830 0.209
H 0.003 2.330 2.445 0.209
H 1.590 -0.973 3.762 0.226
H 2.777 -1.421 2.433 0.224
H 1.439 -2.483 3.036 0.230
H -1.321 -2.104 -1.770 0.218
H -1.237 -3.184 -0.355 0.223
H 0.197 -2.939 -1.369 0.216
H 1.668 3.065 -0.616 0.192
H -0.078 3.066 -0.876 0.206
H 1.065 2.598 -2.321 0.192
H -1.296 0.869 -4.087 0.196
H -2.369 0.536 -2.652 0.212
H -1.732 -0.829 -3.527 0.182
```